Record 1
Density functional theory data (the ωB97M-V functional and the def2-TZVPD basis) for a 2-piece molecular cluster, C4H10NO2 overall.

Summary:
Relative energy (zero: lowest compared OMol25 entry of this formula, charge and spin) ... 325.7 kJ/mol
Gap between HOMO and LUMO ... 7.53 eV
Charge ... -1

Geometry (Å):
C: -2.0586 2.6988 -0.8269
C: -1.2355 1.7252 -0.4714
O: -1.0663 1.2780 0.8453
H: -2.2296 2.8375 -1.8853
H: -2.5947 3.3737 -0.1695
H: -0.7816 1.0557 -1.2047
H: -0.4459 0.3918 0.7908
C: 1.9404 -0.5509 0.6748
N: 0.5185 -0.9733 0.8513
C: 0.2164 -2.0886 -0.4313
O: 1.2810 -2.6260 -0.8786
H: 2.5037 -1.4516 0.4315
H: 2.2857 -0.0529 1.6010
H: 2.0506 0.1640 -0.1687
H: 0.5020 -1.5921 1.7071
H: -0.3838 -1.4167 -1.0694
H: -0.5021 -2.7725 0.2038

Record 2
Density functional theory data (the ωB97M-V functional and the def2-TZVPD basis) for C4H10NO2 as an isolated structure.

Summary:
Relative energy (zero: lowest compared OMol25 entry of this formula, charge and spin) ... 1207.9 kJ/mol
Gap between HOMO and LUMO ... 4.66 eV
Charge ... +1

Geometry (Å):
C: -1.9120 0.0180 -0.2535
C: -0.4931 -0.0862 -0.9159
C: 0.4760 -1.0118 -0.2050
C: 1.5375 0.0016 0.4096
O: 2.0725 0.7457 -0.5666
O: 2.4750 -0.7421 1.2108
N: -1.8894 0.3123 1.1373
H: -2.3939 -1.0139 -0.4012
H: -2.4931 0.6580 -0.9990
H: -0.6086 -0.0088 -1.9896
H: -0.0386 1.0630 -0.6730
H: 0.0809 -1.4321 0.7653
H: 1.0498 -1.8936 -0.6687
H: -0.1628 1.8555 -0.4378
H: 3.4090 -0.4612 0.9471
H: -2.0896 1.2715 1.4535
H: 0.9806 0.7241 1.1866

Record 3
Density functional theory data (the ωB97M-V functional and the def2-TZVPD basis) for an isolated ion of composition C4H10NO2 and charge +1.

Summary:
Relative energy (zero: lowest compared OMol25 entry of this formula, charge and spin) ... 141.0 kJ/mol
Gap between HOMO and LUMO ... 11.54 eV
SMILES ... CC[C@H]([NH3+])C(=O)O
Charge ... +1

Geometry (Å):
C: 2.5800 -0.2646 0.4112
C: 1.3760 -0.3177 -0.5012
C: 0.1617 0.3413 0.2066
N: -0.0564 -0.2208 1.5760
C: -1.1152 0.1642 -0.6690
O: -1.2657 -0.1113 -1.8006
O: -2.1030 0.5643 0.2053
H: 2.8194 -1.0509 1.1455
H: 3.0396 0.6878 0.6828
H: 3.4675 -0.6316 -0.1650
H: 1.6055 0.2790 -1.3943
H: 1.2139 -1.3525 -0.8288
H: 0.4561 1.3901 0.2980
H: -0.5035 0.5191 2.1287
H: 0.8831 -0.3073 1.9936
H: -0.5072 -1.1100 1.7941
H: -3.0132 0.4245 -0.0804

Record 4
Density functional theory data (the ωB97M-V functional and the def2-TZVPD basis) for a 2-piece molecular cluster, C4H10NO2 overall.

Summary:
Relative energy (zero: lowest compared OMol25 entry of this formula, charge and spin) ... 175.1 kJ/mol
Gap between HOMO and LUMO ... 10.20 eV
Charge ... +1

Geometry (Å):
C: -1.5171 -1.5128 -0.3316
C: -1.2303 -0.2236 0.0405
C: -2.2895 0.8190 0.2784
C: 0.1640 0.1971 0.0935
N: 0.4225 1.4742 -0.0771
O: 1.0792 -0.6592 0.4225
O: 3.5633 -0.6166 0.1450
H: -0.9134 -2.3371 -0.7342
H: -2.5547 -1.8258 -0.5578
H: -2.2850 1.4583 -0.5027
H: -3.3040 0.1988 0.4149
H: -2.1004 1.3015 1.1623
H: 1.3693 1.7862 0.1000
H: -0.3393 2.0397 -0.5242
H: 4.3959 -0.7790 0.6027
H: 2.0731 -0.2895 0.2015
H: 3.4663 -1.0312 -0.7338

Record 5
Density functional theory data (the ωB97M-V functional and the def2-TZVPD basis) for a 2-piece molecular cluster, C4H10NO2 overall.

Summary:
Relative energy (zero: lowest compared OMol25 entry of this formula, charge and spin) ... 405.5 kJ/mol
Gap between HOMO and LUMO ... 4.21 eV
Charge ... +1

Geometry (Å):
O: 0.2134 -0.7318 0.1367
C: 0.5824 0.2371 -0.4594
O: 1.6336 0.2977 -1.2459
C: -0.0718 1.5423 -0.1561
C: -1.3715 1.5786 0.4052
C: -2.4316 0.8316 -0.5002
N: 1.4333 -2.8586 1.4900
H: 2.1901 -0.4927 -1.1365
H: 0.5341 2.4429 -0.1074
H: -1.7038 2.6105 0.5335
H: -1.4007 1.1383 1.4172
H: -2.2424 -0.2201 -0.7103
H: -2.4598 1.3854 -1.4321
H: -3.3690 0.8553 0.0507
H: 0.8515 -2.4450 0.7789
H: 0.9897 -2.8337 2.3987
H: 1.5776 -3.8465 1.3206

Record 6
Density functional theory data (the ωB97M-V functional and the def2-TZVPD basis) for a 2-piece molecular cluster, C4H10NO2 overall.

Summary:
Relative energy (zero: lowest compared OMol25 entry of this formula, charge and spin) ... 572.4 kJ/mol
Gap between HOMO and LUMO ... 3.72 eV
Charge ... +1

Geometry (Å):
O: 0.6794 -0.3594 0.0420
C: 0.4651 0.8770 -0.2358
O: 1.2132 1.3928 -1.2247
C: -0.6135 1.6606 0.2751
C: -1.4513 1.0387 1.2531
C: -0.6507 0.8965 2.6295
N: 0.3315 -4.1998 -2.2355
H: 1.8424 0.8457 -1.5940
H: -0.6324 2.6482 -0.3420
H: -2.4088 1.5974 1.1237
H: -1.9890 0.0254 1.0583
H: -0.4112 1.8843 3.0227
H: -1.2141 0.3574 3.4061
H: 0.3758 0.5353 2.1883
H: 0.5008 -5.1855 -1.9086
H: 0.6442 -4.1812 -3.1767
H: -0.6668 -4.2323 -2.1998

Record 7
Density functional theory data (the ωB97M-V functional and the def2-TZVPD basis) for a 2-piece molecular cluster, C4H10NO2 overall.

Summary:
Relative energy (zero: lowest compared OMol25 entry of this formula, charge and spin) ... 531.4 kJ/mol
Gap between HOMO and LUMO ... 4.93 eV
Charge ... +1

Geometry (Å):
O: -1.5911 -0.0695 0.9607
C: -0.6698 -0.8732 0.7879
O: -0.9050 -2.2747 0.7501
C: 0.7137 -0.5445 0.6581
C: 0.9432 0.8729 1.1653
C: 0.4590 1.9442 0.1700
N: -0.4916 -0.8552 -2.3403
H: -1.9122 -2.3368 0.8188
H: 1.5110 -1.2965 0.7107
H: 1.9734 0.9564 1.3704
H: 0.3175 0.7558 2.0867
H: -0.5541 1.8056 -0.1991
H: 1.0585 1.9209 -0.6974
H: 0.5582 2.9726 0.5609
H: 0.2669 -1.3154 -2.7837
H: -0.3104 -0.9074 -1.3211
H: -1.3672 -0.7553 -2.6980

Record 8
Density functional theory data (the ωB97M-V functional and the def2-TZVPD basis) for a 2-piece molecular cluster, C4H10NO2 overall.

Summary:
Relative energy (zero: lowest compared OMol25 entry of this formula, charge and spin) ... 560.7 kJ/mol
Gap between HOMO and LUMO ... 2.65 eV
Charge ... +1

Geometry (Å):
O: -0.7683 -0.0956 -0.3102
C: -0.1587 0.7182 -0.9689
C: 1.2670 0.8848 -0.8052
C: 2.0863 0.2848 0.2603
C: 2.6764 -1.1329 -0.0784
O: 1.3935 0.2089 1.4929
N: -5.3478 -0.3842 0.3335
H: -0.7115 1.2856 -1.7209
H: 1.7576 1.6306 -1.4309
H: 2.9384 0.9604 0.3881
H: 2.8801 -1.5405 0.9110
H: 1.8586 -1.7258 -0.4781
H: 3.5924 -1.0828 -0.6550
H: 0.4920 -0.0449 1.3475
H: -4.3797 -0.6102 0.3052
H: -5.5643 0.3472 -0.3175
H: -5.9550 -1.1725 0.2165

Record 9
Density functional theory data (the ωB97M-V functional and the def2-TZVPD basis) for an isolated ion of composition C4H10NO2S and charge +1.

Summary:
Relative energy (zero: lowest compared OMol25 entry of this formula, charge and spin) ... 155.2 kJ/mol
Gap between HOMO and LUMO ... 9.73 eV
SMILES ... [NH3+][C@H](CCS)C(=O)O
Charge ... +1

Geometry (Å):
N: 0.6063 1.6278 0.9123
C: -0.5078 0.5165 1.1623
C: 0.2794 -0.8156 1.2763
C: 1.0550 -1.6047 0.2185
S: 1.3877 -0.6232 -1.3281
C: -1.4889 0.4318 0.0813
O: -2.3915 -0.3026 0.1750
O: -1.1722 1.1952 -1.0378
H: 1.2283 1.9202 1.7278
H: 0.1547 2.5586 0.6266
H: 1.3363 1.2522 0.2428
H: -0.9934 0.7703 2.0522
H: -0.2781 -1.6132 1.7492
H: 1.0903 -0.4688 2.1972
H: 2.0203 -2.0206 0.4520
H: 0.2709 -2.2890 -0.1837
H: 2.8169 -0.6931 -1.6084
H: -1.6099 0.8519 -1.9205

Record 10
Density functional theory data (the ωB97M-V functional and the def2-TZVPD basis) for an isolated ion of composition C4H10NO2S and charge +1.

Summary:
Relative energy (zero: lowest compared OMol25 entry of this formula, charge and spin) ... 179.0 kJ/mol
Gap between HOMO and LUMO (alpha / beta) ... 7.22 / 8.46 eV
Charge ... +1
2S+1 ... 3
⟨S²⟩ ... 2.007

Geometry (Å):
C: 0.9019 -0.8592 0.1540
C: 1.1669 1.2336 -1.2674
C: -0.3223 -0.5185 0.9926
C: -1.4474 -0.5425 -0.0231
N: 1.6399 0.2987 -0.2427
O: -0.0063 0.7519 1.4558
O: -1.8944 -1.7792 -0.2653
S: -2.4887 0.7581 -0.2790
H: 1.6866 -1.3943 0.7627
H: 0.5532 -1.4461 -0.7075
H: 1.2392 1.0293 -2.3245
H: 0.3035 1.8472 -0.9088
H: -0.7246 -1.1461 1.8410
H: 1.7407 0.9268 0.5799
H: 2.5355 -0.0316 -0.5087
H: -0.6958 1.0105 2.0436
H: -2.6727 -1.7642 -0.9718
H: -1.5152 1.6257 -0.3309

Record 11
Density functional theory data (the ωB97M-V functional and the def2-TZVPD basis) for a 2-piece molecular cluster, C4H10NO3 overall.

Summary:
Relative energy (zero: lowest compared OMol25 entry of this formula, charge and spin) ... 236.3 kJ/mol
Gap between HOMO and LUMO ... 7.84 eV
Charge ... -1

Geometry (Å):
C: 0.0060 0.0393 -2.0537
N: -0.3691 -0.2680 -0.8087
C: 1.8002 0.4834 0.3272
C: 0.6391 -0.5586 0.2506
C: -0.1943 -0.2997 1.5660
O: -0.2493 1.0102 2.0585
O: 1.1169 0.3376 -2.5320
H: -0.9313 0.0762 -2.6696
H: -0.1109 1.5863 1.2943
H: 1.3496 1.4600 0.1248
H: 2.5262 0.3299 -0.4807
H: 2.5559 0.3510 1.0908
H: 1.0769 -1.5456 0.1887
H: 0.3541 -0.9570 2.2608
H: -1.2254 -0.6698 1.4391
H: -2.2015 -0.8552 -0.2823
H: -3.0329 0.1248 -1.1760
O: -3.1104 -0.6447 -0.5975

Record 12
Density functional theory data (the ωB97M-V functional and the def2-TZVPD basis) for a 2-piece molecular cluster, C4H10NO3 overall.

Summary:
Relative energy (zero: lowest compared OMol25 entry of this formula, charge and spin) ... 483.8 kJ/mol
Gap between HOMO and LUMO ... 7.05 eV
Charge ... -1

Geometry (Å):
C: 0.0774 -1.5922 -0.2453
C: -1.3379 1.2419 -0.6091
C: 0.5804 -0.6939 0.8833
C: 0.1420 1.7573 -0.3600
N: 1.3303 0.2707 0.2145
O: 2.1294 1.0057 1.0608
O: 0.8421 2.0278 -1.5048
O: 0.1787 2.4207 0.6961
H: -0.7972 -2.1336 0.0075
H: 0.0186 -0.8919 -1.1149
H: 0.7275 -2.5046 -0.4657
H: -1.9870 2.1114 -0.4992
H: -1.5396 0.6097 -1.4275
H: -1.5660 0.7794 0.3042
H: -0.3992 -0.4763 1.4171
H: 1.1655 -1.2272 1.5363
H: 1.8049 2.2423 -1.2984
H: 1.4283 1.7310 1.3252